Entry 1:
This record from OMol25 describes a molecular structure, C27H38Cl2IrN3O6 in a non-equilibrium geometry. The level of theory is wB97M-V/def2-TZVPD.

Calculated values
* spin multiplicity: 5
* ⟨S²⟩: 6.012
* frontier orbital gap (spin up / spin down): 0.2113 / 0.2612 hartree

Geometry (Å):
H 3.139 0.847 4.960
H -1.816 -0.354 -7.045
H 5.165 0.065 3.423
C 2.254 2.495 -3.808
C -4.148 3.051 1.511
H 3.008 -0.198 1.238
H -4.481 3.076 2.558
C -1.516 0.118 -4.970
H -3.516 -2.385 -1.941
C -0.327 3.117 -2.248
C -1.799 -3.983 0.499
C 1.092 1.574 -3.642
H 0.183 3.936 -2.769
H 1.524 0.167 4.536
C 1.339 -2.647 0.832
H -1.845 1.158 -5.044
O 1.181 0.099 2.191
O -1.488 -1.136 0.922
C 3.837 -5.463 1.284
H -2.844 1.065 0.520
H -1.105 -2.740 -6.770
C -1.501 -0.731 -6.071
C -1.910 3.934 2.112
H 2.866 -2.843 -1.442
C 4.512 -0.802 3.241
Cl 1.888 1.327 -0.472
H 1.177 0.629 -4.179
H 4.788 -4.403 -1.826
N 3.107 -0.423 3.286
H -2.967 -0.939 -0.529
O 0.726 -2.731 1.904
H -0.256 -1.977 -2.597
H -0.038 3.137 -1.186
H -2.316 4.912 1.833
O -0.737 -0.083 -1.415
C 3.150 -3.577 -0.683
Ir 0.169 0.007 0.342
H -1.954 1.153 -2.487
N -2.366 -2.881 -0.275
C 2.593 -0.039 4.595
H 4.706 -1.552 4.013
C -2.286 -1.600 0.039
H -1.242 -3.623 1.369
H -0.384 -3.566 -4.515
H -4.610 2.203 0.997
C -0.681 -2.526 -4.660
H 4.100 -6.196 2.043
C -3.109 -3.280 -1.463
C -1.053 -0.328 -3.728
C 0.012 1.808 -2.877
H -2.608 -4.663 0.801
C 2.436 -3.633 0.520
H -3.924 -3.963 -1.186
N -2.699 2.908 1.436
C -0.631 -1.650 -3.571
O 1.171 -1.719 -0.099
H -1.127 -4.562 -0.153
C -0.965 0.670 -2.570
O -0.875 1.682 0.915
H -2.010 3.825 3.202
C 2.760 -4.600 1.484
H -1.412 3.284 -2.318
C 4.580 -5.373 0.098
H 2.156 3.417 -3.223
H -2.446 -3.799 -2.167
H -0.856 3.857 1.820
C 4.223 -4.444 -0.899
H 3.184 1.991 -3.512
H 2.794 -0.867 5.286
H 2.379 2.766 -4.867
H 2.167 -4.661 2.395
Cl 5.926 -6.404 -0.137
H -4.457 3.987 1.033
H 4.744 -1.222 2.258
C 2.426 -0.172 2.172
C -1.095 -2.064 -5.914
C -2.145 1.814 0.926

Forces on the atoms, in the same order (eV/Å):
-0.2 -0.2 -0.2
0.0 -0.2 0.2
-0.2 -0.2 0.0
0.1 0.3 -0.4
0.1 0.0 0.0
-0.4 -0.2 0.1
0.1 -0.1 -0.2
0.2 -0.2 0.1
0.1 -0.2 -0.1
0.2 0.4 0.2
0.3 0.0 -0.2
-0.6 0.2 0.4
-0.2 -0.1 0.2
0.2 -0.1 0.0
-0.5 0.6 -0.5
0.1 -0.3 -0.2
3.0 -0.1 1.6
-3.6 -1.6 -0.6
0.0 0.2 -0.4
0.4 0.2 0.0
0.0 0.2 0.2
-0.1 -0.1 0.2
0.0 0.0 0.0
0.1 -0.2 0.3
0.1 0.2 -0.2
1.8 1.2 -0.5
0.0 0.0 0.3
-0.1 0.0 0.2
0.1 0.5 0.0
0.4 -0.2 0.1
0.6 0.1 -0.9
-0.1 0.1 -0.3
-0.1 0.0 -0.2
0.2 -0.1 0.0
-0.9 0.8 -0.8
0.2 -0.2 0.2
0.5 -0.6 -1.6
-0.1 -0.1 0.0
-0.5 -0.6 -0.3
0.2 -0.3 0.2
0.0 0.1 -0.2
1.4 0.8 1.5
-0.2 0.1 -0.3
0.0 0.3 -0.2
0.0 0.2 0.1
-0.1 0.3 -0.1
0.0 0.1 -0.2
-0.2 0.0 0.2
0.0 0.2 -0.1
0.5 -0.9 -0.5
0.1 0.2 0.0
0.1 -0.3 0.0
0.1 0.1 -0.1
-0.4 -0.1 0.2
-0.1 0.1 -0.1
1.3 -3.0 1.2
0.0 0.2 0.2
-0.2 -0.6 -0.9
-4.0 2.3 0.9
0.1 0.0 -0.3
0.3 0.1 -0.3
0.2 0.0 0.0
-1.2 1.0 0.1
0.1 -0.3 -0.1
-0.1 0.2 0.1
-0.4 0.0 0.1
0.0 -0.3 0.5
-0.2 0.1 0.1
-0.2 0.2 0.0
0.0 0.0 0.1
0.1 0.1 -0.2
0.5 -0.4 -0.1
0.0 -0.2 0.0
0.0 0.0 0.2
-1.5 0.2 0.6
0.0 0.0 0.1
2.5 0.3 0.2

These are the Mulliken partial charges, in e, on atoms 1 to 4: H 0.3159; H 0.3820; H 0.3349; C -1.4715

***

Entry 2:
This record from OMol25 describes 2 unconnected molecules or ions with the total composition C5H17N2 in a non-equilibrium geometry. The level of theory is wB97M-V/def2-TZVPD.

Calculated values
* total charge: +1
* frontier orbital gap: 0.4263 hartree

Geometry (Å):
C 2.436 0.640 -0.159
H -1.106 -1.759 0.323
H 0.456 -0.303 -0.058
H -2.359 -0.665 2.982
H 3.087 1.181 -0.846
C 1.413 -0.830 -1.836
H 0.177 1.998 -0.485
H 2.965 -0.176 0.332
C -2.839 -0.494 2.013
H -3.630 0.245 2.102
H 1.056 1.872 -2.063
H -2.160 0.428 0.143
C 0.433 1.363 -1.332
H -1.269 0.881 1.596
N -0.696 -0.955 0.787
H -3.207 -1.478 1.725
C -1.754 0.051 1.078
H 1.792 -1.716 -1.324
H 2.246 1.331 0.669
H -0.501 1.029 -1.773
H -0.355 -1.287 1.684
H 0.450 -1.095 -2.258
N 1.196 0.207 -0.776
H 2.171 -0.467 -2.524

Forces on the atoms, in the same order (eV/Å):
0.7 0.5 1.4
-0.1 -0.1 0.0
0.8 0.4 -0.3
-0.3 0.2 0.1
-0.1 -0.3 -0.3
0.3 -0.1 1.1
0.2 0.3 -0.2
0.0 -0.3 -0.5
0.9 0.0 0.0
-0.2 -0.2 0.2
-0.1 0.2 0.0
0.0 -0.1 -0.1
0.2 -0.1 0.5
0.0 0.1 -0.2
0.0 0.4 0.0
-0.3 0.2 -0.4
-0.1 -0.4 0.4
0.1 0.0 -0.1
-0.4 0.1 -0.2
0.1 -0.2 -0.2
0.1 -0.2 0.0
0.1 0.2 -0.4
-1.5 -0.7 -0.6
-0.3 -0.1 -0.4

These are the Mulliken partial charges, in e, on atoms 1 to 4: C -0.8622; H 0.2757; H 0.4543; H 0.3389

***

Entry 3:
This record from OMol25 describes a single C3H6N2O2 molecule. The level of theory is wB97M-V/def2-TZVPD.

Calculated values
* frontier orbital gap: 0.2848 hartree

Geometry (Å):
H -1.644 2.257 -1.458
H 1.478 0.316 1.265
H 2.371 -1.319 -0.058
N -1.388 2.246 -0.471
C 0.441 -0.051 1.202
H 0.262 -0.711 2.063
C 0.353 -0.918 -0.047
H -1.322 -0.664 -0.552
C -0.818 1.145 -0.217
N 1.462 -1.543 -0.433
O -0.758 -1.494 -0.477
H 1.411 -2.236 -1.166
O -0.484 0.965 1.168

Forces on the atoms, in the same order (eV/Å):
0.1 0.1 0.1
-0.1 0.0 0.0
-0.2 0.1 0.0
0.1 -0.6 0.0
0.2 -0.2 0.0
0.0 0.0 0.0
0.3 -0.2 0.1
0.0 -0.4 0.0
0.0 0.6 -0.2
-0.2 0.1 0.0
-0.1 0.3 0.0
-0.1 0.1 0.1
-0.1 0.1 -0.1

These are the Mulliken partial charges, in e, on atoms 1 to 4: H 0.2808; H 0.2762; H 0.2175; N -0.6574

***

The records above yield M values of 763.74; 105.20; 102.09 g mol⁻¹, respectively.
The records above yield relative energy (zero: lowest compared OMol25 entry of this formula, charge and spin) values of 0.0; 54.8; 432.6 kJ/mol, respectively.